A single C4H5NO molecule at a distorted geometry. Source: the Open Molecules 2025 dataset; level of theory: ωB97M-V/def2-TZVPD.

## Properties
- Strongest force on any atom: 0.1829 Eh/bohr
- 2S+1: 1
- Relative energy (zero: lowest compared OMol25 entry of this formula, charge and spin): 80.8 kcal per mole
- Charge: 0
- Frontier orbital gap: 11.2 eV
- Structure (SMILES): N#C[C@H]1C[C@H]1O
- LUMO level: 0.55 eV

Positions of all 11 atoms, in Å:
C  0.622  0.475  0.261
C  1.020  -0.830  -0.535
C  -0.256  -0.530  0.119
C  -1.719  -0.092  -0.169
H  -0.586  1.993  -0.041
H  0.937  0.457  1.391
H  1.697  -1.505  0.015
H  1.087  -0.856  -1.617
H  -0.333  -1.127  1.108
N  -2.873  0.190  -0.218
O  0.405  1.825  -0.312

Atomic partial charges in e from the natural (NBO) method, atoms 1 to 8:
1 C 0.100
2 C -0.414
3 C -0.355
4 C 0.274
5 H 0.478
6 H 0.182
7 H 0.239
8 H 0.248